24
Properties=species:S:1:pos:R:3:forces:R:3:lowdin_charge:R:1 method="wB97M-V/def2-TZVPD" spin_multiplicity=1 homo_ev=-8.75 orbital_gap_ev=9.41 e_above_lowest_kcal_mol=18.8
C 2.8483 -1.4717 0.1672 0.1 -0.2 0.0 -0.081
C 3.5941 -0.3297 -0.0740 0.0 0.0 0.0 -0.082
C 1.4610 -1.4178 0.2542 0.1 0.1 -0.1 -0.027
C 2.9881 0.9088 -0.2413 -0.2 0.1 0.0 -0.014
C 0.8707 -0.1916 0.0851 -2.5 1.0 0.0 -0.155
C 1.6113 0.9632 -0.1511 0.2 -0.6 0.1 -0.212
C -0.5401 1.7767 -0.0322 -0.2 0.5 0.0 -0.530
C -3.0583 -0.7873 0.8612 0.2 -0.2 0.3 -0.492
C -3.2066 -0.0094 -0.4155 0.3 0.1 -0.2 -0.359
C -0.6730 0.2786 0.1570 2.1 -1.1 -0.1 -0.651
N 0.7746 2.0692 -0.2424 0.3 0.4 -0.1 0.169
O -1.4477 2.5761 -0.0549 -0.1 0.0 0.0 0.070
O -1.4910 -1.7581 -1.4000 0.2 -1.2 -0.1 -0.493
S -1.5197 -0.2214 1.6731 -0.1 -0.1 -0.2 0.952
S -1.6370 -0.3101 -1.3371 -0.4 1.1 0.6 0.971
H 3.3523 -2.4171 0.2943 0.0 -0.1 0.0 0.102
H 4.6715 -0.3958 -0.1311 0.0 0.0 0.0 0.104
H 0.8747 -2.3004 0.4483 -0.1 -0.1 0.0 0.119
H 3.5710 1.7962 -0.4304 0.1 0.1 0.0 0.109
H -3.8729 -0.6192 1.5658 0.0 0.0 -0.1 0.081
H -2.9593 -1.8527 0.6475 -0.1 0.1 0.1 0.069
H -4.0368 -0.3647 -1.0240 0.1 0.0 -0.2 0.097
H -3.2791 1.0647 -0.2526 0.0 0.0 0.0 0.082
H 1.1039 3.0132 -0.3671 -0.1 0.0 0.0 0.169